Formula: C7H14
Source: OMol25
Level of theory: the ωB97M-V functional and the def2-TZVPD basis

Geometry as XYZ:
```
21
Properties=species:S:1:pos:R:3:mulliken_charge:R:1
C -0.4557 2.1460 -0.9643 -0.997
C 1.9839 -0.1678 -0.6122 -0.701
H 1.0300 0.4799 2.0963 -0.163
C 0.1779 -1.6748 0.3421 -0.404
H 2.1589 -1.1964 1.1884 0.512
H -0.5368 -0.9003 -1.5557 0.316
H 0.1433 3.0447 -0.8438 0.281
H 1.4066 0.0847 -1.4963 0.170
H -0.6206 1.7765 1.0458 0.366
C 1.5161 -0.9752 0.3333 -0.419
C -1.6754 0.1418 -0.0344 -0.614
C -0.9289 -1.1006 -0.5509 -0.636
H -1.6876 -1.8811 -0.6738 0.342
H -2.5209 0.3236 -0.7107 0.324
H 0.3455 -2.7248 0.0556 0.318
C -0.8709 1.4121 0.0588 -0.029
H -0.6966 1.8522 -1.9789 0.294
H 2.9683 0.2849 -0.5354 0.263
H 0.5577 0.8830 2.5107 0.189
H -0.1831 -1.7208 1.3782 0.262
H -2.1116 -0.0877 0.9472 0.325
```

Calculated values
ΔE to the lowest compared entry with this formula, charge and spin: 254.6 kJ/mol
Total charge: 0
Orbital gap: 10.2 eV
Multiplicity: 1